Formula: C48H118O30P6
Source: OMol25
Level of theory: wB97M-V/def2-TZVPD

SMILES   CCOP(=O)(OCC)OCC.CCOP(=O)(OCC)OCC.CCOP(=O)(OCC)OCC.CCOP(=O)(OCC)OCC.CCOP(=O)(OCC)OCC.CCOP(=O)(OCC)OCC.COCCOCCOC.COCCOCCOC
Strongest force on any atom   4.30 eV Å⁻¹
Gap between HOMO and LUMO   9.68 eV
Highest occupied orbital energy   -9.511 eV

Structure (ORCA input):
```
! RIJCOSX wB97M-V def2-TZVPD def2/J DEFGRID3
* xyz 0 1
P -8.69 5.47 18.85
P -1.70 -0.98 14.87
P 0.83 8.53 12.29
P -0.10 5.44 19.88
P -4.47 10.12 27.12
P -3.16 0.26 25.51
O -1.51 0.21 13.74
O -1.18 4.77 18.85
O -10.11 5.70 18.49
O -3.10 9.36 26.84
O -0.40 -0.81 15.80
O 1.24 9.39 11.18
O 0.62 4.12 20.57
O -4.53 11.19 25.87
O -0.64 6.41 20.85
O 7.03 2.92 21.73
O 9.71 2.35 20.15
O 1.10 6.02 18.99
O -4.32 -0.69 25.30
O -0.68 7.87 12.17
O -1.36 -2.42 14.13
O 6.66 9.37 22.57
O -5.75 9.27 27.24
O -2.51 0.98 24.22
O 1.81 7.28 12.66
O -2.99 -0.99 15.63
O -3.63 1.58 26.36
O 1.86 11.53 24.75
O -7.72 6.86 18.91
O 0.67 9.24 13.74
O -4.21 11.06 28.42
O -7.90 4.44 17.92
O -8.50 4.82 20.34
O 3.75 10.30 22.71
O 6.73 2.77 24.65
O -1.84 -0.33 26.29
C -8.25 5.65 22.51
C 1.36 -1.51 17.28
C -3.00 8.49 25.70
C 5.81 9.86 21.63
C 6.47 9.78 23.93
C 7.43 2.01 20.69
C -0.85 0.50 26.89
C -8.48 3.22 17.63
C -8.67 8.77 17.96
C -5.61 1.58 27.57
C -7.72 7.58 17.70
C -2.31 -3.34 13.67
C 3.16 7.36 12.25
C -1.88 8.68 10.26
C 2.29 10.09 22.75
C 0.35 -1.99 16.17
C -2.40 10.57 30.00
C -7.88 2.22 18.60
C -5.97 12.34 24.29
C -1.68 8.75 11.80
C -1.52 6.56 17.40
C 1.62 5.22 18.00
C 3.71 5.92 12.48
C -1.53 1.60 14.14
C -5.68 12.12 25.78
C 1.24 10.88 15.48
C -4.11 1.42 27.68
C 1.07 12.61 25.35
C -2.21 5.55 18.34
C 7.49 3.72 24.00
C -0.36 -0.20 28.18
C 6.06 3.25 25.80
C -3.40 1.52 23.30
C -3.97 10.52 29.73
C -3.25 0.71 21.99
C -2.57 -4.37 14.79
C 1.31 4.28 21.77
C 8.42 2.69 19.76
C 2.93 4.62 18.52
C 4.38 9.42 21.84
C 10.69 2.64 19.13
C -9.24 5.49 21.42
C 1.54 11.27 23.39
C 8.01 3.16 22.72
C -2.98 1.94 14.17
C -3.67 7.15 26.14
C 1.79 9.90 14.37
C 1.93 2.87 22.03
H -6.95 12.80 24.19
H 7.34 9.47 24.51
H 0.31 -1.05 28.02
H 2.60 2.80 22.88
H 1.12 12.62 26.44
H -2.98 6.60 26.77
H 2.32 9.13 14.94
H 3.86 9.44 20.88
H 3.64 5.57 13.52
H 8.75 3.83 22.29
H -4.25 9.47 29.80
H -2.36 9.55 9.80
H -5.21 12.95 23.79
H -3.14 -3.87 15.58
H -7.94 4.69 22.93
H 1.38 13.57 24.94
H 6.82 3.64 26.48
H 10.40 2.35 18.12
H -1.64 -4.80 15.16
H -8.74 9.49 17.14
H 2.40 10.40 13.62
H 6.22 9.55 20.66
H -4.62 7.14 26.68
H 3.79 8.06 12.80
H -3.22 -5.16 14.41
H 0.70 4.56 22.64
H 11.61 2.10 19.38
H -9.66 6.45 21.14
H 3.16 5.17 11.91
H -6.74 8.02 17.53
H -5.96 11.36 23.80
H 7.75 1.04 21.08
H -1.09 1.54 27.12
H -10.09 4.92 21.79
H -3.80 -0.22 22.14
H 8.70 2.41 23.08
H -1.95 8.29 25.48
H -2.08 9.73 30.61
H 1.13 2.15 22.17
H 4.76 5.99 12.24
H 1.98 12.11 22.85
H -1.20 -0.56 28.77
H -8.16 9.32 18.76
H -0.87 7.26 17.94
H -4.41 11.10 30.54
H -3.82 6.56 25.23
H -3.71 2.20 28.33
H 0.75 -1.27 18.15
H 5.94 10.94 21.67
H -8.49 6.35 23.31
H -9.60 8.39 18.40
H 5.59 2.40 26.30
H -8.14 7.13 16.80
H -1.08 1.74 15.13
H -2.21 0.60 21.69
H -3.07 3.00 14.39
H -8.20 2.92 16.62
H -3.63 1.34 21.18
H 0.03 0.58 26.25
H -0.98 2.16 13.38
H -6.49 11.60 26.30
H -2.04 11.51 30.41
H 2.08 5.03 21.58
H 5.69 9.17 24.38
H 0.24 0.47 28.79
H -2.55 8.28 12.25
H -3.59 8.92 24.89
H 8.37 4.04 24.55
H 0.86 -2.34 15.27
H 0.95 4.46 17.60
H -5.98 1.53 28.59
H -6.98 1.74 18.21
H 4.28 8.38 22.14
H 2.02 11.37 16.06
H -7.38 6.26 22.24
H -5.40 12.97 26.40
H -2.78 6.06 19.12
H 1.91 5.78 17.11
H 2.08 -2.28 17.54
H -2.53 7.84 10.06
H 1.85 9.99 21.75
H -6.11 0.78 27.03
H 8.37 3.78 19.80
H 8.20 2.32 18.76
H -5.88 2.50 27.07
H 2.41 2.49 21.13
H 2.09 9.19 23.32
H 6.54 1.87 20.08
H -3.81 0.48 28.13
H -1.59 9.75 12.22
H -2.95 4.98 17.77
H -2.29 7.08 16.84
H -3.22 -2.82 13.39
H -1.82 10.37 29.09
H -2.99 2.51 23.12
H 6.43 10.85 24.10
H 3.35 4.04 17.70
H -3.51 1.40 14.95
H 10.94 3.70 19.15
H -9.57 3.19 17.64
H 0.73 11.74 15.06
H 3.25 7.68 11.21
H 1.93 -0.60 17.12
H 0.01 12.57 25.09
H -0.92 8.50 9.77
H -4.39 1.75 23.68
H 6.87 4.59 23.78
H 0.70 10.39 16.29
H -0.35 -2.75 16.49
H -8.59 1.39 18.65
H -3.52 1.84 13.24
H 0.48 11.13 23.17
H 3.73 5.29 18.86
H 2.71 3.89 19.30
H -7.65 2.62 19.59
H 5.34 4.02 25.52
H -1.89 -3.80 12.77
H -0.93 6.00 16.67
*
```

=====

Formula: C39H29BrF5N4STeW
Source: OMol25
Level of theory: wB97M-V/def2-TZVPD

Strongest force on any atom   0.52 eV Å⁻¹
Relative energy (zero: lowest compared OMol25 entry of this formula, charge and spin)   20.01 kcal per mole
Gap between HOMO and LUMO (alpha / beta)   4.78 / 6.00 eV
Highest occupied orbital energy (alpha / beta)   -9.098 / -10.008 eV

Structure (ORCA input):
```
! RIJCOSX wB97M-V def2-TZVPD def2/J DEFGRID3
* xyz 1 3
W 0.28 -0.11 -0.63
Te 1.79 -1.89 0.80
Br -1.88 -6.63 2.74
S 1.78 1.61 -1.40
F 2.24 6.61 1.64
F 3.60 2.20 0.90
F 0.39 4.19 -1.91
F 0.58 6.47 -0.51
F 3.74 4.47 2.34
N 1.73 -1.07 -1.99
N -1.83 0.39 -0.12
N -0.66 0.11 -2.62
N -0.88 -1.93 -1.00
C -1.40 -2.08 -2.21
C -0.82 -5.35 0.44
C -2.87 4.36 -0.94
C 1.21 4.23 -0.86
C -2.13 -3.94 1.88
C -0.07 -1.63 3.31
C 2.81 3.22 0.57
C 1.36 1.95 3.28
C 2.15 5.49 0.94
C -0.59 -4.28 -0.40
C -1.89 -2.86 1.04
C 4.42 -3.08 -2.68
C -1.91 4.06 0.01
C -1.55 2.74 0.28
C -3.50 3.34 -1.65
C -1.12 -3.03 -0.10
C 1.92 3.10 -0.49
C 2.92 4.39 1.30
C -2.20 1.75 -0.44
C -0.48 3.18 2.42
C -0.54 2.36 1.30
C 1.20 -3.67 3.12
C 1.31 5.41 -0.15
C -1.95 -0.99 -4.36
C -1.59 -5.17 1.58
C -1.32 -0.99 -3.10
C 2.51 -1.54 -2.68
C 0.62 -4.14 4.29
C 0.33 1.24 1.15
C 0.46 2.99 3.42
C -0.31 -3.36 4.96
C -1.94 0.15 -5.12
C 0.86 -2.41 2.62
C -0.71 1.24 -3.37
C -3.17 2.02 -1.39
C -0.65 -2.11 4.47
C 3.53 -2.15 -3.51
C -1.31 1.30 -4.60
C 1.29 1.11 2.18
H -0.40 -6.32 0.22
H 4.11 -1.35 -3.96
H 0.02 -4.40 -1.29
H -0.35 -0.65 2.94
H -1.41 4.86 0.53
H 3.84 -3.88 -2.23
H -2.72 -3.81 2.78
H 0.89 -5.12 4.66
H -1.37 -1.50 5.00
H -0.77 -3.73 5.87
H -4.25 3.58 -2.39
H -1.29 2.23 -5.15
H -2.41 0.17 -6.09
H -2.31 -1.90 1.29
H -0.23 2.11 -2.95
H 5.18 -3.53 -3.32
H -3.66 1.21 -1.92
H -1.95 -2.98 -2.47
H 2.13 1.78 4.02
H 1.91 -4.29 2.59
H 0.48 3.64 4.29
H 4.92 -2.53 -1.89
H -2.45 -0.26 -0.61
H -3.12 5.39 -1.14
H -1.20 3.98 2.52
H 2.03 0.34 2.12
H -2.44 -1.89 -4.70
H -1.96 0.25 0.88
H 3.04 -2.69 -4.32
*
```

=====

Formula: C9H14O
Source: OMol25
Level of theory: wB97M-V/def2-TZVPD

SMILES   Cc1ccccc1.CCO
Strongest force on any atom   4.75 eV Å⁻¹
Relative energy (zero: lowest compared OMol25 entry of this formula, charge and spin)   44.33 kcal per mole
Gap between HOMO and LUMO   9.78 eV
Highest occupied orbital energy   -8.808 eV

Structure (ORCA input):
```
! RIJCOSX wB97M-V def2-TZVPD def2/J DEFGRID3
* xyz 0 1
O -2.19 -0.46 2.39
C 2.19 -0.12 -1.50
C -4.01 0.82 1.36
C 1.00 -0.33 1.00
C 1.51 -1.26 -1.18
C 1.73 0.83 0.63
C 2.76 0.05 -2.88
C 2.40 0.97 -0.59
C -2.55 0.39 1.25
C 0.99 -1.44 0.13
H 0.68 -2.43 0.43
H 2.81 1.94 -0.95
H 1.45 -2.14 -1.75
H -4.28 1.11 2.32
H 2.91 0.97 -3.30
H 3.84 -0.38 -2.86
H -2.58 -1.31 2.41
H 2.21 -0.56 -3.64
H -4.42 1.37 0.61
H -1.69 0.97 1.27
H -4.58 -0.16 1.23
H 1.60 1.77 1.22
H 0.75 -0.40 2.04
H -2.50 -0.21 0.38
*
```

=====

Formula: C5H4O2
Source: OMol25
Level of theory: wB97M-V/def2-TZVPD

SMILES   O=C1C#C[C@@H](O)C1
Strongest force on any atom   4.06 eV Å⁻¹
Relative energy (zero: lowest compared OMol25 entry of this formula, charge and spin)   124.16 kcal per mole
Gap between HOMO and LUMO (alpha / beta)   8.29 / 8.29 eV
Highest occupied orbital energy (alpha / beta)   -9.664 / -9.663 eV

Structure (ORCA input):
```
! RIJCOSX wB97M-V def2-TZVPD def2/J DEFGRID3
* xyz 0 1
O 0.88 -0.88 -1.70
O -0.40 1.43 2.34
C 0.44 -0.33 0.70
C -1.30 1.10 0.07
C -1.03 0.56 -1.07
C -0.54 1.02 1.24
C -0.12 -0.62 -0.79
H 1.18 -0.02 -2.07
H -0.88 -1.47 -0.92
H 0.48 -1.12 1.39
H 1.27 0.32 0.80
*
```

=====

Formula: C19H20N3O2PRhS3
Source: OMol25
Level of theory: wB97M-V/def2-TZVPD

Strongest force on any atom   5.03 eV Å⁻¹
Relative energy (zero: lowest compared OMol25 entry of this formula, charge and spin)   12.99 kcal per mole
Gap between HOMO and LUMO (alpha / beta)   6.63 / 7.49 eV
Highest occupied orbital energy (alpha / beta)   -7.042 / -7.851 eV

Structure (ORCA input):
```
! RIJCOSX wB97M-V def2-TZVPD def2/J DEFGRID3
* xyz 0 2
Rh 0.14 0.02 0.02
S -1.87 -1.73 0.02
S -1.59 1.69 -0.05
S 3.33 -2.66 1.47
P -2.80 0.04 -0.05
O -3.85 0.10 1.12
O -3.76 0.12 -1.34
N 1.10 -1.17 -1.54
N 2.18 1.34 -0.10
N 6.00 -0.43 -2.31
C -3.22 -0.01 -2.65
C 3.11 -2.51 -1.59
C 3.83 1.20 1.64
C 1.55 -1.29 2.78
C 5.30 0.06 -1.54
C -4.30 0.33 -3.65
C 3.08 -2.52 -2.95
C 2.12 -1.78 0.56
C 4.78 0.75 0.75
C 2.54 1.47 1.19
C 2.11 -1.83 -0.85
C 4.41 0.61 -0.60
C 2.63 -2.11 2.97
C 1.25 -1.06 1.45
C 3.10 0.96 -0.97
C 2.03 -1.85 -3.62
C 1.08 -1.20 -2.86
C -6.25 0.36 1.03
C -4.92 1.06 1.18
H -3.90 0.22 -4.66
H -4.78 1.82 0.40
H 5.79 0.51 1.06
H 1.98 -1.83 -4.69
H 1.00 -0.87 3.61
H -4.84 1.54 2.16
H 3.89 -3.01 -1.04
H 3.84 -3.03 -3.52
H -2.36 0.67 -2.75
H -2.86 -1.04 -2.78
H 4.07 1.32 2.69
H 2.82 0.93 -2.01
H -5.14 -0.35 -3.53
H -6.35 -0.41 1.80
H -6.31 -0.12 0.06
H 1.78 1.84 1.87
H -4.64 1.35 -3.51
H 0.26 -0.67 -3.33
H 3.05 -2.47 3.89
H -7.06 1.07 1.14
*
```

=====

Formula: C27H28N4O2
Source: OMol25
Level of theory: wB97M-V/def2-TZVPD

SMILES   CN(C)c1ccc(/C=C/[C@@H](c2ccc(N(C)C)cc2)[C@@H](C#N)c2ccc([N+](=O)[O-])cc2)cc1
Strongest force on any atom   3.62 eV Å⁻¹
Relative energy (zero: lowest compared OMol25 entry of this formula, charge and spin)   121.97 kcal per mole
Gap between HOMO and LUMO   6.98 eV
Highest occupied orbital energy   -7.954 eV

Structure (ORCA input):
```
! RIJCOSX wB97M-V def2-TZVPD def2/J DEFGRID3
* xyz 0 1
O -1.95 -2.98 -7.52
O -3.75 -1.89 -6.89
N -5.24 -1.78 0.92
N -2.56 -2.23 -6.71
N 2.77 0.05 -2.99
N 5.49 2.91 4.15
C 3.25 2.22 3.38
C 2.44 1.60 2.43
C 3.00 0.97 1.29
C -0.54 -0.67 -3.37
C 2.21 0.22 0.32
C -3.98 -1.43 0.45
C 0.12 -1.56 -4.24
C -3.36 -2.19 -0.57
C -0.53 -2.07 -5.36
C 5.94 2.24 5.36
C 5.56 4.36 4.23
C 1.65 0.05 -2.64
C -6.33 -2.03 0.00
C 4.41 1.04 1.13
C -1.36 -0.81 -0.40
C -1.88 -1.74 -5.56
C 4.66 2.26 3.22
C -1.91 -0.41 -3.56
C -3.29 -0.33 0.98
C -2.58 -0.91 -4.67
C 0.24 0.05 -2.24
C 0.09 -0.54 -0.84
C -2.03 0.01 0.50
C -2.04 -1.94 -0.89
C -5.63 -1.52 2.29
C 5.22 1.65 2.07
C 0.88 0.32 0.15
H -1.58 0.93 0.88
H 1.35 1.57 2.57
H -7.00 -2.77 0.45
H 4.85 0.59 0.24
H -1.53 -2.65 -1.55
H -5.92 -0.46 2.43
H -6.91 -1.10 -0.18
H -3.78 0.29 1.75
H -2.46 0.19 -2.83
H 0.33 1.07 0.72
H -4.79 -1.74 2.96
H 5.41 4.80 3.24
H 4.81 4.76 4.93
H 2.81 2.68 4.27
H -3.63 -0.69 -4.88
H -0.13 1.09 -2.22
H 1.15 -1.86 -4.07
H -3.92 -3.01 -1.02
H 6.05 1.17 5.19
H 0.59 -1.53 -0.88
H 6.54 4.64 4.61
H -6.48 -2.16 2.53
H 6.92 2.67 5.63
H 2.78 -0.44 -0.35
H 6.30 1.71 1.93
H -5.97 -2.39 -0.96
H -0.02 -2.69 -6.09
H 5.24 2.41 6.19
*
```

=====

Formula: C28H35CoN4O2S2
Source: OMol25
Level of theory: wB97M-V/def2-TZVPD

Strongest force on any atom   0.38 eV Å⁻¹
Relative energy (zero: lowest compared OMol25 entry of this formula, charge and spin)   0.00 kcal per mole
Gap between HOMO and LUMO (alpha / beta)   7.29 / 7.20 eV
Highest occupied orbital energy (alpha / beta)   -10.599 / -10.553 eV

Structure (ORCA input):
```
! RIJCOSX wB97M-V def2-TZVPD def2/J DEFGRID3
* xyz 1 2
Co -1.38 -0.42 -0.48
S -1.94 -0.32 -2.69
S -3.09 -1.69 0.04
O -6.77 -3.69 -5.37
O -4.80 -4.57 -5.81
N 0.57 0.00 -0.60
N -0.70 2.13 -2.77
N -1.66 1.48 -4.61
N -0.99 -0.09 1.44
C 1.19 0.18 0.58
C -0.24 0.56 4.06
C -1.41 1.14 -3.34
C -0.66 3.32 -3.63
C 0.13 0.90 5.50
C 0.68 0.55 3.02
C 3.36 0.14 -0.47
C -5.60 -2.36 -3.05
C 5.26 1.57 0.26
C -1.56 0.24 3.73
C -4.97 -3.37 -3.77
C 2.57 0.26 0.67
C -1.89 -0.07 2.43
C 2.70 -0.07 -1.67
C -0.20 -0.30 6.39
C -3.20 -3.39 -2.13
C 5.36 -0.92 0.57
C -3.82 -2.35 -1.43
C -3.76 -3.88 -3.29
C -5.03 -1.85 -1.90
C -5.49 -3.95 -5.05
C 1.32 -0.13 -1.70
C 5.57 0.07 -1.71
C -1.03 2.73 -5.00
C 1.62 1.23 5.64
C 0.28 0.22 1.74
C 4.88 0.22 -0.35
C -0.69 2.12 5.95
H 3.03 0.40 1.63
H 4.84 1.71 1.26
H 1.91 2.10 5.05
H -0.43 2.37 6.98
H -0.47 2.99 5.33
H 5.27 0.87 -2.40
H -0.66 2.20 -1.77
H -2.91 -0.32 2.16
H -5.52 -1.05 -1.36
H 4.94 -0.84 1.57
H 0.06 -0.07 7.43
H 3.24 -0.19 -2.60
H -2.05 0.81 -5.26
H 6.65 0.14 -1.57
H -6.53 -1.92 -3.39
H 0.33 3.77 -3.63
H -0.14 2.55 -5.61
H -3.28 -4.67 -3.85
H -2.34 0.23 4.48
H -1.72 3.36 -5.55
H 0.78 -0.30 -2.62
H 4.93 2.40 -0.37
H 1.84 1.47 6.69
H -2.27 -3.80 -1.76
H -1.26 -0.55 6.36
H 5.09 -1.90 0.16
H 2.25 0.38 5.37
H 5.36 -0.89 -2.17
H 6.44 -0.88 0.66
H -1.39 4.06 -3.30
H 1.71 0.80 3.21
H -7.23 -3.25 -4.65
H 6.35 1.64 0.35
H 0.36 -1.19 6.09
H -1.76 1.93 5.91
*
```

=====

Question: Among the records above, which one has the highest strongest force on any atom?
Answer: C19H20N3O2PRhS3